(1)
Entry from the OMol25 dataset: a cluster of 4 separate species, C2H13NO3S in total at a distorted geometry (the ωB97M-V functional and the def2-TZVPD basis).

## Properties
* max |F|: 0.0334 Eh/bohr
* SMILES: NCCS.O.O.O
* Kohn-Sham gap: 9.412 eV

XYZ file:
```
20
Properties=species:S:1:pos:R:3:forces:R:3
N -0.5004 1.1673 -2.1515 0.4 0.6 0.0
C 0.3845 0.0136 -1.9476 -1.4 1.0 -0.4
C 1.0050 0.1098 -0.5551 0.0 0.1 -0.4
S 0.4040 -1.1177 0.6224 -0.2 0.0 0.5
H -0.8342 1.3264 -3.0903 0.0 -0.2 0.2
H -1.1897 1.3703 -1.4505 -0.2 -0.3 0.1
H 1.0885 0.1506 -2.7564 0.6 -0.5 0.0
H -0.1873 -0.9072 -2.0969 0.4 -0.3 0.1
H 2.0847 0.1168 -0.5695 0.3 -0.2 -0.1
H 0.7157 1.0891 -0.1776 0.0 -0.1 0.3
H 0.4741 -2.2223 -0.1316 0.2 0.1 -0.2
O 2.4709 -2.0386 5.3718 -0.5 -0.4 0.0
H 2.3643 -2.9860 5.5252 0.4 0.0 0.1
H 1.5736 -1.8130 5.0987 0.1 0.4 -0.1
O -0.9484 6.0121 -2.3728 -0.5 0.3 0.0
H -1.5951 5.7160 -1.7223 0.2 -0.2 0.1
H -1.4256 6.7290 -2.8132 0.3 -0.1 -0.1
O -2.2522 -4.3365 1.5317 -0.4 -0.1 -0.3
H -1.6895 -3.5743 1.3765 0.1 0.0 0.3
H -1.9431 -4.8056 2.3089 0.2 0.2 0.1
```
Forces are in eV/Å.

(2)
Entry from the OMol25 dataset: a cluster of 4 separate species, C2H13NO4 in total at a distorted geometry (the ωB97M-V functional and the def2-TZVPD basis).

## Properties
* max |F|: 0.0904 Eh/bohr
* total charge: -1
* multiplicity: 2
* Kohn-Sham gap (spin up / spin down): 2.208 / 9.866 eV

XYZ file:
```
20
Properties=species:S:1:pos:R:3:forces:R:3
C 0.4623 -1.0368 0.4387 -3.1 -1.4 -1.1
O -0.5687 -0.6907 1.4136 3.5 2.7 1.4
C 1.7667 -1.1223 1.1629 1.2 2.0 0.4
N 1.9374 0.3555 1.7501 -0.6 -2.8 0.6
H 0.4697 -0.2208 -0.3783 0.1 -1.5 0.9
H 0.0074 -2.0592 0.0539 1.5 2.1 0.2
H 0.0422 0.0461 1.9329 -2.7 -2.1 -1.6
H 2.6590 -1.3593 0.4509 -1.5 0.0 1.6
H 1.6376 -1.6921 2.1321 0.5 -0.2 -1.6
H 2.6712 0.8319 1.2716 0.6 0.3 0.0
H 2.1427 0.1656 2.7455 0.4 0.9 -0.9
H -2.3659 1.1475 -1.5299 -0.4 -0.5 0.5
H -2.1044 0.8801 -2.9909 0.0 -0.5 -0.2
O -1.8935 1.4949 -2.2836 0.6 1.0 -0.1
H -3.0479 -1.2827 -0.8319 0.6 -0.1 0.1
H -2.5787 -1.8008 -2.1215 0.1 -0.2 -0.7
O -2.2182 -1.6319 -1.2414 -0.7 0.3 0.5
H 0.7108 2.5407 0.0538 -0.5 0.3 -1.0
H -0.2092 2.4310 -1.2443 1.0 0.8 0.7
O 0.4795 3.0033 -0.7843 -0.7 -1.2 0.1
```
Forces are in eV/Å.

(3)
Entry from the OMol25 dataset: a cluster of 5 separate species, C2H13NO4 in total at a distorted geometry (the ωB97M-V functional and the def2-TZVPD basis).

## Properties
* max |F|: 0.0489 Eh/bohr
* total charge: -1
* multiplicity: 2
* Kohn-Sham gap (spin up / spin down): 2.984 / 8.786 eV

XYZ file:
```
20
Properties=species:S:1:pos:R:3:forces:R:3
C 1.0717 2.8810 -2.8024 0.1 2.2 -1.3
C 0.5664 1.6517 -2.8316 1.1 -0.6 1.9
N 1.1842 0.5796 -2.2200 0.0 -0.2 -0.6
H 1.9928 3.3345 -2.4434 0.4 -1.4 0.6
H 0.6754 3.7133 -3.3750 -1.1 -0.4 -0.1
H -0.4323 1.4057 -3.1246 -0.3 0.2 -0.8
H 1.9042 0.7486 -1.5428 0.0 0.1 0.1
H 0.6747 -0.2679 -2.0410 -0.2 0.2 0.2
H -1.5485 -3.6063 1.4338 0.1 0.2 -0.2
H -0.7111 -4.7909 1.7922 0.2 -0.1 0.0
O -0.9669 -4.2704 1.0185 -0.2 -0.1 0.2
H -1.0445 1.4119 2.1620 0.3 0.3 -0.7
H 0.4328 0.8250 2.1090 -0.3 0.0 -0.5
O -0.3699 0.9241 2.6349 0.1 0.0 1.0
H 0.9075 -1.3406 0.9715 0.4 -0.4 -0.1
H 2.2343 -0.9799 0.1339 0.0 -0.6 0.5
O 1.3243 -0.7372 0.3326 -0.4 0.8 -0.2
H -2.8404 -1.2222 2.3228 0.4 0.0 0.0
H -2.0963 0.0512 2.8554 0.2 -0.7 -0.1
O -2.9584 -0.3110 2.6141 -0.7 0.5 0.1
```
Forces are in eV/Å.

(4)
Entry from the OMol25 dataset: a cluster of 5 separate species, C2H13NO4 in total at a distorted geometry (the ωB97M-V functional and the def2-TZVPD basis).

## Properties
* max |F|: 0.0209 Eh/bohr
* SMILES: C=CN.O.O.O.O
* Kohn-Sham gap: 9.680 eV

XYZ file:
```
20
Properties=species:S:1:pos:R:3:forces:R:3
C 0.2788 1.0058 -1.6670 -0.3 1.0 -0.4
C 0.4405 -0.2537 -1.3091 0.4 -0.2 0.2
N -0.6151 -1.1353 -0.9932 0.2 -0.3 -0.5
H -0.7126 1.4122 -1.8037 -0.2 0.0 0.1
H 1.0712 1.7226 -1.8757 0.2 -0.6 0.2
H 1.4264 -0.6763 -1.1532 0.0 0.0 0.0
H -1.4901 -0.8845 -1.4443 0.0 0.1 0.2
H -0.3677 -2.0820 -1.2527 -0.1 0.0 0.1
O -2.9829 0.4588 -0.4205 -0.1 0.1 -0.2
H -3.7418 1.0419 -0.3326 0.0 0.0 0.0
H -2.6020 0.3761 0.4628 0.0 0.0 0.1
O 3.1964 -0.6905 0.7449 0.0 0.0 0.0
H 4.1310 -0.5392 0.9060 -0.1 0.1 0.1
H 2.6968 -0.0236 1.2535 0.0 -0.2 -0.1
O 1.1386 1.0156 1.5725 -0.2 0.2 0.3
H 0.9778 1.3231 0.6729 0.0 0.0 -0.1
H 0.2760 0.6368 1.8294 0.3 0.0 -0.2
O -1.2290 -0.5710 1.6487 0.0 0.0 0.1
H -0.9074 -1.1267 2.3641 -0.1 -0.1 0.0
H -0.9851 -1.0099 0.7974 0.1 0.1 0.1
```
Forces are in eV/Å.